{"formula": "C22H24O7", "method": "ωB97M-V/def2-TZVPD", "elements": ["C", "O", "C", "O", "C", "C", "C", "C", "C", "O", "C", "C", "O", "C", "C", "C", "C", "C", "O", "C", "C", "C", "O", "C", "C", "O", "C", "C", "C", "H", "H", "H", "H", "H", "H", "H", "H", "H", "H", "H", "H", "H", "H", "H", "H", "H", "H", "H", "H", "H", "H", "H", "H"], "xyz": [[-1.831, -5.121, -1.371], [-1.126, -3.926, -1.680], [-1.059, -3.007, -0.711], [-1.558, -3.150, 0.374], [-0.282, -1.799, -1.188], [-0.064, -0.759, -0.062], [1.350, -0.237, -0.052], [2.197, -0.613, 0.977], [3.520, -0.191, 1.062], [4.188, -0.682, 2.145], [5.466, -0.203, 2.496], [4.020, 0.654, 0.055], [5.327, 1.067, 0.127], [5.799, 1.984, -0.828], [3.167, 1.026, -0.975], [1.853, 0.587, -1.051], [0.969, 1.067, -2.164], [0.018, 2.073, -1.544], [0.169, 3.261, -1.727], [-1.094, 1.540, -0.728], [-2.189, 2.398, -0.604], [-3.353, 2.070, 0.069], [-4.315, 3.033, 0.044], [-5.461, 2.943, 0.861], [-3.424, 0.799, 0.675], [-4.575, 0.436, 1.317], [-4.633, -0.821, 1.949], [-2.315, -0.031, 0.592], [-1.151, 0.294, -0.097], [-1.684, -5.788, -2.216], [-2.893, -4.909, -1.233], [-1.439, -5.566, -0.455], [0.675, -2.155, -1.575], [-0.845, -1.378, -2.023], [-0.198, -1.308, 0.877], [1.844, -1.256, 1.768], [6.218, -0.465, 1.749], [5.466, 0.880, 2.642], [5.703, -0.695, 3.439], [6.825, 2.204, -0.535], [5.215, 2.909, -0.824], [5.798, 1.555, -1.836], [3.527, 1.678, -1.755], [0.413, 0.248, -2.615], [1.557, 1.574, -2.929], [-2.134, 3.369, -1.070], [-6.114, 2.122, 0.558], [-5.196, 2.824, 1.914], [-5.981, 3.891, 0.724], [-5.635, -0.883, 2.373], [-3.895, -0.903, 2.752], [-4.488, -1.640, 1.239], [-2.350, -0.995, 1.072]], "atomic_forces_ev_per_a": [[-0.2, -0.2, 0.3], [0.2, 0.1, -0.3], [0.1, 0.1, -0.2], [-0.1, -0.1, 0.2], [0.0, -0.1, 0.2], [0.0, -0.2, -0.1], [0.2, 0.0, 0.1], [0.2, 0.1, -0.1], [-0.1, 0.0, 0.0], [-0.3, -0.1, -0.3], [0.4, 0.1, 0.2], [0.1, 0.0, 0.1], [-0.3, -0.3, 0.2], [0.1, 0.1, -0.1], [0.1, 0.0, 0.0], [0.1, -0.2, 0.1], [0.1, 0.3, 0.0], [0.3, -0.1, -0.4], [0.0, 0.0, 0.0], [-0.6, 0.1, 0.4], [-0.1, -0.1, 0.1], [0.2, -0.1, 0.0], [0.2, -0.1, -0.2], [-0.4, 0.1, 0.2], [-0.1, 0.1, 0.0], [0.2, 0.4, -0.3], [0.0, -0.2, 0.1], [-0.2, -0.1, 0.1], [-0.1, 0.2, 0.1], [0.0, 0.0, 0.0], [0.1, 0.0, 0.0], [0.0, 0.0, -0.1], [-0.1, 0.0, -0.1], [0.1, 0.0, 0.0], [0.0, 0.1, -0.2], [-0.1, -0.1, 0.1], [-0.1, 0.0, 0.1], [0.0, -0.1, 0.0], [0.0, 0.1, -0.1], [-0.1, 0.0, -0.1], [0.0, 0.0, 0.0], [0.0, 0.0, 0.0], [0.1, 0.1, -0.1], [0.0, -0.1, -0.1], [-0.1, 0.0, 0.0], [0.0, 0.1, 0.0], [0.1, 0.1, 0.0], [0.0, 0.0, -0.1], [0.0, -0.1, 0.0], [0.1, 0.0, 0.0], [0.0, 0.0, 0.0], [0.0, 0.0, 0.0], [0.0, -0.1, 0.1]], "orbital_gap_ha": 0.3124, "relative_energy_kcal_mol": 0.0, "homo_energy_ev": -7.885}

---

{"formula": "C22H25BF2GeO3PSY", "method": "ωB97M-V/def2-TZVPD", "elements": ["Y", "O", "S", "O", "O", "C", "C", "C", "C", "C", "C", "P", "C", "C", "C", "C", "C", "C", "C", "C", "C", "C", "C", "C", "H", "H", "H", "H", "H", "H", "H", "H", "H", "H", "H", "H", "H", "H", "F", "B", "F", "C", "Ge", "C", "C", "C", "H", "H", "H", "H", "H", "H", "H", "H", "H", "H", "H"], "xyz": [[-1.988, 1.529, 0.690], [-0.329, 2.924, -0.491], [0.585, 2.939, 0.678], [1.161, 4.235, 0.911], [-0.091, 2.316, 1.818], [1.864, 1.807, 0.302], [3.119, 1.996, 0.864], [4.154, 1.063, 0.596], [3.986, -0.004, -0.255], [2.730, -0.257, -0.712], [1.658, 0.623, -0.435], [-0.023, 0.096, -0.848], [0.106, -1.641, -1.262], [-0.333, -2.534, -0.254], [-0.507, -3.891, -0.539], [-0.250, -4.366, -1.786], [0.135, -3.468, -2.827], [0.463, -2.140, -2.476], [-0.322, 0.822, -2.521], [-1.636, 0.747, -2.934], [-1.997, 1.268, -4.198], [-0.999, 1.831, -4.953], [0.319, 1.996, -4.544], [0.641, 1.520, -3.267], [3.280, 2.844, 1.494], [5.126, 1.276, 1.012], [4.822, -0.673, -0.494], [2.547, -1.132, -1.351], [-0.642, -2.140, 0.734], [-0.794, -4.569, 0.322], [-0.528, -5.401, -1.950], [0.284, -3.772, -3.824], [0.775, -1.437, -3.242], [-2.383, 0.295, -2.288], [-3.054, 1.297, -4.377], [-1.264, 2.320, -5.923], [1.034, 2.539, -5.180], [1.675, 1.658, -2.886], [-4.269, 1.546, -1.321], [-4.226, 2.464, -0.198], [-5.036, 3.506, -0.360], [-0.969, -2.321, 4.408], [-0.745, -0.613, 3.476], [1.177, -0.516, 2.924], [-0.913, 0.904, 4.614], [-1.993, -0.325, 1.995], [-0.539, -2.153, 5.401], [-0.380, -3.075, 3.876], [-2.007, -2.723, 4.396], [1.436, -1.298, 2.246], [1.776, -0.646, 3.848], [1.341, 0.525, 2.561], [-0.365, 0.621, 5.514], [-1.944, 1.239, 4.882], [-0.521, 1.837, 4.149], [-2.964, -0.226, 2.506], [-2.179, -1.262, 1.484]], "atomic_forces_ev_per_a": [[0.5, 0.4, -0.2], [-0.6, -0.6, 0.6], [1.2, 2.0, -1.3], [-0.1, -0.8, 0.3], [-1.3, -0.2, 0.7], [1.2, -1.3, -0.3], [0.5, -1.1, -0.7], [-0.3, 1.6, 0.4], [1.0, -0.2, 0.5], [-1.8, 0.1, -0.9], [0.4, -0.3, 0.2], [0.1, 0.7, -1.4], [-0.6, -0.9, 2.6], [-0.4, 0.4, 0.0], [0.3, 0.4, 2.6], [-0.4, 0.4, -2.0], [0.7, 0.2, 2.6], [-1.0, -0.9, -2.0], [0.6, 0.3, 0.7], [-0.1, 0.2, -1.1], [0.4, -0.5, 2.2], [-0.5, 1.5, -2.3], [-0.1, -0.3, 1.0], [0.8, -0.2, -0.5], [0.2, 0.4, 0.2], [0.2, -0.1, 0.2], [-0.4, 0.3, 0.1], [0.0, 0.4, 0.5], [0.4, -0.3, -0.8], [0.2, 0.8, -1.3], [0.4, 0.0, -0.5], [0.1, -0.5, -1.0], [0.1, -0.2, -0.1], [-0.1, 0.0, -0.2], [-0.2, 0.0, -0.8], [0.1, -0.6, 0.8], [-0.4, -0.4, 0.5], [-0.8, -0.2, -0.1], [-0.2, 1.0, 1.2], [0.1, -0.5, -1.1], [0.0, -0.5, -0.1], [-0.4, -0.2, -0.4], [0.3, -0.2, -1.4], [-0.7, 1.0, 1.3], [-0.9, 1.6, 0.6], [-0.4, -0.5, 0.6], [-0.4, -0.5, 0.0], [0.2, 0.1, 0.2], [0.6, 0.6, 0.4], [0.4, -0.3, -0.7], [-0.2, 0.0, -0.4], [0.1, -1.1, 0.0], [0.0, 0.6, 0.2], [0.5, -0.8, 0.1], [0.4, -0.9, 0.3], [-0.2, 0.3, 0.3], [0.1, -0.4, -0.4]], "orbital_gap_ha": 0.3056, "relative_energy_kcal_mol": 20.6, "homo_energy_ev": -8.488}

---

{"formula": "C22H25BF2GeO3PSY", "method": "ωB97M-V/def2-TZVPD", "elements": ["Y", "O", "S", "O", "O", "C", "C", "C", "C", "C", "C", "P", "C", "C", "C", "C", "C", "C", "C", "C", "C", "C", "C", "C", "H", "H", "H", "H", "H", "H", "H", "H", "H", "H", "H", "H", "H", "H", "F", "B", "F", "C", "Ge", "C", "C", "C", "H", "H", "H", "H", "H", "H", "H", "H", "H", "H", "H"], "xyz": [[-1.047, -0.616, -1.306], [-2.554, 0.405, 0.246], [-2.389, 1.782, -0.264], [-3.636, 2.390, -0.600], [-1.425, 1.732, -1.408], [-1.515, 2.687, 1.001], [-2.215, 3.703, 1.626], [-1.571, 4.399, 2.629], [-0.261, 4.158, 3.016], [0.354, 3.071, 2.421], [-0.249, 2.289, 1.443], [0.542, 0.749, 0.781], [1.005, -0.195, 2.290], [0.205, -1.227, 2.759], [0.562, -1.930, 3.925], [1.673, -1.529, 4.614], [2.495, -0.494, 4.157], [2.187, 0.165, 2.994], [1.998, 1.408, -0.031], [1.867, 2.564, -0.800], [2.949, 3.031, -1.535], [4.156, 2.328, -1.534], [4.229, 1.140, -0.846], [3.149, 0.654, -0.123], [-3.226, 3.906, 1.304], [-2.141, 5.222, 3.042], [0.230, 4.761, 3.757], [1.378, 2.790, 2.673], [-0.663, -1.518, 2.190], [-0.052, -2.760, 4.278], [1.991, -2.044, 5.505], [3.407, -0.225, 4.657], [2.856, 0.908, 2.574], [0.929, 3.092, -0.769], [2.833, 3.952, -2.128], [5.007, 2.657, -2.131], [5.110, 0.524, -0.929], [3.229, -0.315, 0.371], [1.427, -0.829, -3.364], [1.297, -1.251, -2.063], [2.511, -1.863, -1.761], [-2.364, -1.339, -3.420], [-2.202, -3.164, -2.328], [-3.955, -3.891, -2.516], [-0.994, -4.058, -3.526], [-1.541, -2.837, -0.560], [-2.932, -1.648, -4.322], [-1.466, -0.907, -3.895], [-3.070, -0.584, -2.984], [-4.235, -3.947, -3.565], [-4.712, -3.309, -2.009], [-3.904, -4.890, -2.075], [-1.211, -3.714, -4.555], [-1.156, -5.113, -3.518], [0.024, -3.842, -3.296], [-0.621, -3.379, -0.313], [-2.291, -3.047, 0.222]], "atomic_forces_ev_per_a": [[-0.1, 0.4, 0.7], [0.3, -0.4, -0.1], [-0.1, 0.2, -0.4], [0.1, 0.6, 0.3], [-0.1, -0.4, 0.2], [-0.6, -0.7, 0.1], [0.6, -0.4, -0.3], [-0.6, 1.2, 0.2], [-0.7, -0.6, -0.7], [1.2, -0.5, -0.1], [-0.4, 0.0, -0.3], [-0.9, -0.3, 0.3], [1.1, 0.9, 0.1], [0.3, -0.2, 0.1], [-0.7, 0.3, -0.6], [0.9, 0.1, 0.4], [-0.1, -0.1, -0.3], [-0.9, -0.4, -0.6], [0.0, -0.2, -0.1], [0.5, 0.2, 0.3], [-0.1, 0.5, -0.3], [-0.3, 0.3, -0.4], [0.1, -0.6, 0.0], [0.6, -0.2, 0.3], [0.0, 0.2, 0.1], [0.2, 0.0, 0.3], [0.1, 0.1, 0.2], [-0.2, 0.2, 0.2], [-0.2, -0.1, -0.1], [0.2, 0.3, -0.1], [-0.1, -0.2, 0.2], [0.2, -0.1, 0.4], [-0.1, 0.0, 0.1], [-0.1, 0.2, -0.2], [0.1, -0.5, 0.3], [-0.3, 0.1, 0.2], [0.2, 0.0, 0.1], [0.0, 0.3, -0.1], [-0.4, 0.1, 0.1], [2.2, -0.6, -0.8], [-1.4, 0.4, 0.3], [-0.9, -0.3, 0.0], [0.3, 0.3, -0.3], [-0.4, -0.3, 0.0], [-0.5, 0.4, -1.1], [-0.3, 0.4, 0.5], [0.3, -0.2, 0.6], [0.0, 0.2, 0.5], [0.7, -0.1, -0.2], [0.0, -0.2, -0.1], [-0.2, 0.1, 0.3], [-0.3, 0.0, -0.1], [0.2, -0.1, 0.4], [0.0, -0.9, 0.1], [0.8, 0.1, 0.1], [-0.1, 0.0, -0.3], [0.1, 0.1, -0.4]], "orbital_gap_ha": 0.3050, "relative_energy_kcal_mol": 0.0, "homo_energy_ev": -8.132}

---

{"formula": "C22H25ClCoNO5", "method": "ωB97M-V/def2-TZVPD", "elements": ["C", "C", "C", "H", "C", "C", "H", "C", "C", "C", "H", "C", "C", "H", "H", "H", "H", "H", "H", "Co", "C", "C", "C", "H", "H", "H", "H", "H", "H", "C", "C", "H", "H", "O", "N", "C", "H", "C", "C", "H", "C", "H", "C", "H", "C", "H", "C", "H", "H", "H", "O", "Cl", "O", "O", "O"], "xyz": [[2.171, 0.020, 2.658], [2.261, -0.703, 1.415], [1.811, 0.197, 0.382], [2.738, -1.662, 1.273], [1.536, 1.457, 0.979], [1.739, 1.344, 2.363], [1.219, 2.356, 0.475], [-1.310, -1.513, 3.082], [-0.131, -2.174, 2.592], [-0.223, -2.214, 1.147], [0.579, -2.720, 3.213], [-1.400, -1.451, 0.780], [-2.068, -1.057, 1.987], [1.826, 0.017, -0.679], [1.655, 2.151, 3.068], [2.474, -0.310, 3.636], [-3.029, -0.531, 2.038], [0.390, -2.807, 0.462], [-1.648, -1.545, 4.099], [0.403, -0.428, 1.753], [-1.977, -1.298, -0.609], [-3.488, -1.575, -0.603], [-1.299, -2.246, -1.598], [-3.687, -2.601, -0.276], [-3.877, -1.447, -1.614], [-4.030, -0.896, 0.059], [-1.480, -3.290, -1.322], [-0.219, -2.081, -1.648], [-1.721, -2.078, -2.590], [-1.672, 0.163, -1.013], [-2.218, 0.652, -2.351], [-0.576, 0.291, -1.016], [-2.055, 0.848, -0.238], [-3.124, 0.133, -2.991], [-1.585, 1.773, -2.822], [-0.433, 2.456, -2.238], [-2.000, 2.163, -3.661], [0.898, 1.869, -2.688], [2.084, 2.515, -2.307], [2.021, 3.428, -1.701], [3.323, 1.996, -2.697], [4.241, 2.500, -2.380], [3.384, 0.845, -3.498], [4.355, 0.450, -3.818], [2.201, 0.207, -3.895], [2.231, -0.687, -4.525], [0.957, 0.721, -3.495], [0.031, 0.245, -3.838], [-0.479, 2.433, -1.134], [-0.476, 3.508, -2.556], [1.013, 0.981, 6.152], [-0.059, 0.113, 5.726], [0.305, -1.294, 5.884], [-1.329, 0.413, 6.350], [-0.255, 0.364, 4.231]], "atomic_forces_ev_per_a": [[1.4, 0.5, -0.6], [2.5, 1.2, -0.3], [1.4, 0.2, -0.2], [-0.3, -0.1, 0.0], [0.0, -0.3, 0.1], [0.4, -0.2, -0.1], [-0.1, 0.0, -0.1], [0.0, -1.4, -0.9], [-1.5, -1.6, 0.2], [-1.5, -0.7, 0.1], [-0.2, 0.3, -0.2], [0.2, -1.3, 0.6], [0.5, 0.0, -0.3], [-0.1, -0.2, -0.1], [-0.3, -0.1, 0.2], [-0.2, -0.2, 0.1], [0.6, -0.2, 0.0], [-0.1, 0.4, 0.4], [0.2, 0.4, 0.1], [-3.0, 1.8, 0.9], [0.2, 0.5, 0.0], [-0.1, -0.1, -0.2], [-0.1, 0.0, -0.1], [0.1, 0.1, 0.1], [0.0, 0.0, 0.2], [0.1, 0.0, 0.0], [0.0, 0.1, 0.0], [0.0, 0.0, 0.0], [0.0, -0.1, -0.1], [-0.1, 0.0, -0.3], [0.3, -0.2, 0.1], [-0.4, -0.1, 0.1], [0.1, -0.2, -0.1], [0.3, 0.4, 0.1], [-0.2, 0.5, 0.0], [-0.2, -0.2, -0.1], [0.2, -0.2, 0.2], [0.3, -0.1, -0.3], [0.0, -0.4, -0.2], [0.1, -0.4, -0.2], [-0.2, 0.0, -0.1], [-0.3, -0.2, -0.1], [-0.2, 0.0, 0.1], [-0.4, 0.2, 0.2], [-0.1, 0.3, 0.2], [0.1, 0.3, 0.2], [0.4, 0.2, 0.1], [0.4, 0.2, 0.2], [-0.1, 0.1, -0.5], [0.0, -0.2, 0.2], [-0.4, -0.3, 0.6], [-0.4, 0.1, -3.8], [-0.3, 1.0, 0.4], [0.8, -0.2, 0.5], [0.5, 0.3, 2.9]], "charge": -1, "orbital_gap_ha": [0.2263, 0.2796], "multiplicity": 4, "relative_energy_kcal_mol": 0.0, "homo_energy_ev": [-3.691, -5.147]}